{
  "formula": "C30H58Br16FNO5P",
  "method": "ωB97M-V with the def2-TZVPD basis set",
  "relative_energy_kcal_mol": 0.00,
  "charge": 1,
  "lumo_ev": -3.37,
  "total_energy_ev": -1176462.1141,
  "elements": ["C", "C", "O", "O", "C", "C", "C", "C", "C", "C", "C", "N", "C", "C", "C", "C", "F", "C", "P", "O", "O", "O", "H", "H", "H", "H", "H", "H", "H", "H", "H", "H", "H", "H", "H", "H", "H", "H", "H", "H", "H", "H", "H", "H", "H", "H", "H", "H", "Br", "C", "C", "Br", "H", "H", "H", "H", "Br", "C", "C", "Br", "H", "H", "H", "H", "Br", "C", "C", "Br", "H", "H", "H", "H", "Br", "C", "C", "Br", "H", "H", "H", "H", "Br", "C", "C", "Br", "H", "H", "H", "H", "Br", "C", "C", "Br", "H", "H", "H", "H", "Br", "C", "C", "Br", "H", "H", "H", "H", "Br", "C", "C", "Br", "H", "H", "H", "H"],
  "xyz": [[-0.53804, 2.50935, 0.04609], [-1.56199, 1.96986, 1.03183], [-1.60867, 2.45272, 2.11967], [-2.35619, 0.93483, 0.67533], [-2.80664, 0.15761, 1.83046], [-3.41458, -1.17301, 1.34937], [-2.50203, -2.40992, 1.52492], [-1.18997, -2.27492, 0.71137], [0.07819, -2.74762, 1.50675], [1.30702, -2.39883, 0.64475], [2.14512, -3.56126, 0.03432], [3.13699, -2.70882, -0.67089], [3.36599, -1.61634, -0.04479], [4.25909, -0.54502, -0.54197], [3.34821, 0.27021, -1.53407], [3.26228, -0.40195, -2.93329], [2.03077, 0.15535, -1.00009], [2.52700, -1.64348, 1.24865], [2.30628, -0.05833, 2.16392], [2.89437, 1.10680, 1.50783], [0.79134, 0.17911, 2.59881], [3.08497, -0.26009, 3.57462], [0.34363, 1.85574, 0.09774], [-0.26747, 3.51895, 0.33685], [-0.88941, 2.44884, -0.99056], [-3.54094, 0.78441, 2.34443], [-1.97427, 0.00444, 2.53323], [-4.34130, -1.34042, 1.91384], [-3.72222, -1.01709, 0.30663], [-2.28643, -2.63134, 2.57592], [-3.05331, -3.24991, 1.08053], [-0.99941, -1.23034, 0.40851], [-1.24001, -2.86287, -0.21601], [0.06914, -2.24902, 2.48230], [0.01084, -3.83698, 1.62466], [0.98528, -1.85128, -0.25269], [1.56451, -4.20942, -0.62389], [2.68283, -4.09122, 0.83109], [3.51596, -2.99190, -1.56774], [5.10667, -0.89764, -1.13799], [4.60932, 0.13932, 0.23392], [3.61295, 1.32578, -1.57629], [3.68664, 0.26455, -3.68321], [3.68269, -1.41427, -2.93501], [2.18895, -0.49447, -3.17120], [3.05084, -2.31560, 1.95281], [0.16960, -0.16237, 1.93311], [4.00653, -0.05380, 3.34072], [2.23755, 2.65747, -4.47704], [0.96092, 2.05608, -5.82006], [0.00296, 1.03700, -5.26244], [0.82276, -0.72797, -5.09187], [1.53862, 1.68252, -6.66011], [0.42604, 2.95472, -6.12106], [-0.83338, 0.89090, -5.94312], [-0.37538, 1.30291, -4.27972], [-5.64235, 1.63310, 3.63970], [-6.91992, 1.00836, 2.30949], [-7.87105, -0.00507, 2.88996], [-7.02945, -1.74978, 3.08971], [-6.34267, 0.62303, 1.47335], [-7.45959, 1.89900, 1.99336], [-8.71004, -0.17027, 2.21678], [-8.24557, 0.27707, 3.86918], [-1.70619, -3.11611, -3.30361], [-2.24756, -3.71586, -5.07481], [-1.69366, -5.07987, -5.38170], [0.20053, -4.98980, -5.83562], [-1.92254, -2.95410, -5.77827], [-3.33422, -3.74156, -5.04804], [-2.17828, -5.50090, -6.26049], [-1.78540, -5.77762, -4.55364], [-2.32862, -8.32650, -3.86455], [-4.23714, -8.71139, -3.94200], [-4.90366, -7.98336, -5.07764], [-5.16716, -6.09976, -4.65726], [-4.64994, -8.45453, -2.97124], [-4.30333, -9.78774, -4.08816], [-5.90264, -8.37857, -5.25083], [-4.33540, -8.02524, -6.00195], [6.35928, 1.23083, -2.90655], [6.59282, 2.93896, -2.00307], [7.78395, 2.93797, -1.08884], [7.36845, 1.94710, 0.53508], [5.66444, 3.13663, -1.47413], [6.71494, 3.66868, -2.80129], [8.01391, 3.95234, -0.76826], [8.67322, 2.48937, -1.52095], [-2.19827, 5.44070, -0.61832], [-1.50568, 6.08999, 1.08543], [-1.63353, 7.58476, 1.19899], [-0.27375, 8.49715, 0.14634], [-0.47801, 5.74495, 1.16226], [-2.10886, 5.59393, 1.84404], [-1.46258, 7.90441, 2.22525], [-2.59654, 7.95610, 0.86199], [4.71356, 4.04652, 2.15023], [4.24042, 3.69880, 4.00492], [2.76583, 3.42211, 4.14836], [1.71316, 5.05644, 4.04553], [4.57592, 4.55421, 4.58340], [4.82084, 2.82261, 4.28963], [2.55084, 3.00590, 5.13182], [2.38497, 2.75304, 3.38073], [-0.90846, 3.59629, 7.68455], [0.04187, 2.46990, 6.41426], [-0.88260, 1.92394, 5.35964], [-1.96909, 0.45739, 6.04887], [0.53678, 1.69301, 6.99005], [0.79117, 3.11916, 5.96295], [-0.31435, 1.49493, 4.53712], [-1.56997, 2.66740, 4.96833]],
  "forces_ev_per_a": [[-0.51, -1.19, -0.62], [0.32, 0.65, -0.79], [-0.16, 0.29, 1.58], [1.14, -0.51, -0.12], [-0.66, 0.08, -0.08], [0.05, 0.38, 0.51], [-0.14, 0.33, -1.36], [0.61, -0.17, 0.78], [-0.49, 0.09, -1.06], [0.30, -0.90, 0.33], [-0.72, 0.81, 0.23], [-0.32, -1.21, -0.16], [0.74, 0.55, 1.08], [-0.13, 0.96, -0.73], [-0.31, -1.38, -0.63], [-0.63, 0.69, 1.00], [0.08, 0.45, 0.04], [-0.32, 0.47, -0.63], [0.65, 1.37, 0.75], [0.23, 0.03, -0.75], [0.49, -1.13, -0.23], [-0.68, -0.60, -0.85], [-0.02, 0.16, 0.10], [-0.03, -0.15, -0.08], [0.02, 0.21, 0.23], [0.20, -0.35, 0.00], [-0.08, 0.08, -0.17], [0.20, 0.02, -0.08], [0.18, -0.30, 0.10], [-0.17, 0.17, -0.11], [0.10, -0.03, 0.50], [-0.28, -0.16, 0.03], [-0.05, 0.24, 0.12], [0.23, -0.34, -0.06], [0.08, 0.26, 0.37], [-0.11, 0.17, 0.42], [0.40, 0.04, -0.07], [-0.28, -0.31, -0.31], [0.27, 0.29, 0.14], [-0.13, -0.21, 0.31], [-0.15, -0.37, 0.09], [-0.08, -0.15, 0.17], [0.21, -0.47, -0.04], [0.22, 0.34, -0.26], [0.77, 0.09, 0.28], [-0.16, 0.11, -0.12], [-0.13, 0.23, 0.22], [-0.10, 0.12, 0.46], [0.01, 0.00, -0.03], [-0.01, 0.16, 0.11], [-0.04, -0.19, -0.14], [-0.49, 0.04, -0.53], [-0.03, -0.05, 0.04], [-0.04, -0.04, 0.02], [0.03, 0.04, -0.01], [0.05, 0.04, -0.02], [-0.10, -0.01, 0.04], [0.01, 0.25, 0.16], [-0.03, -0.21, -0.18], [-0.02, 0.04, 0.08], [-0.06, -0.06, 0.02], [-0.04, -0.05, 0.01], [0.03, 0.04, -0.01], [0.06, 0.04, -0.02], [0.02, 0.07, 0.10], [-0.12, 0.00, 0.06], [0.15, 0.03, -0.15], [0.02, -0.02, 0.09], [0.08, -0.04, 0.03], [0.03, -0.07, 0.01], [-0.04, 0.05, 0.02], [-0.05, 0.18, -0.09], [-0.06, -0.10, 0.10], [0.19, -0.17, -0.05], [-0.20, 0.10, 0.06], [0.05, -0.01, -0.04], [-0.03, 0.04, -0.06], [-0.02, 0.03, -0.04], [0.03, -0.02, 0.04], [0.03, -0.03, 0.05], [0.09, 0.01, -0.02], [0.00, 0.13, -0.31], [-0.07, 0.00, 0.31], [0.19, -0.13, -0.04], [0.06, 0.04, 0.04], [0.04, -0.02, 0.01], [-0.06, -0.01, 0.01], [-0.09, -0.02, -0.07], [-0.03, 0.13, -0.02], [-0.26, -0.17, 0.02], [0.26, 0.15, 0.04], [-0.08, -0.01, -0.03], [-0.01, 0.09, 0.02], [0.02, 0.02, 0.00], [-0.01, -0.08, 0.00], [0.01, -0.08, -0.01], [-0.01, 0.16, 0.09], [0.03, -0.17, -0.23], [-0.11, 0.12, 0.15], [-0.01, -0.06, -0.08], [-0.09, -0.01, 0.01], [-0.05, 0.00, 0.03], [0.18, 0.00, -0.05], [0.11, 0.06, -0.03], [0.05, -0.08, 0.00], [-0.04, 0.26, 0.10], [0.06, -0.21, -0.05], [-0.02, 0.05, -0.09], [-0.06, -0.05, -0.03], [-0.23, -0.01, 0.02], [0.01, 0.06, -0.01], [0.06, 0.01, 0.01]]
}